Entry 1:
Computed, not measured: C16H21Cl3OPb as an isolated structure in a non-equilibrium geometry, with ωB97M-V with the def2-TZVPD basis set.

Geometry as XYZ:
```
42
Properties=species:S:1:pos:R:3:lowdin_charge:R:1
C -0.74566 1.06563 -2.39674 -0.210
C -0.90899 -0.31638 -2.69950 -0.227
C 0.37369 -0.93674 -2.64001 -0.199
C -2.17051 -1.00215 -3.01991 -0.088
C 1.33488 0.07247 -2.34815 -0.239
C 0.64836 1.31336 -2.22291 -0.205
C 1.26137 2.62847 -1.95425 -0.055
C -1.82856 2.05981 -2.27178 -0.056
C 0.64574 -2.37402 -2.84440 -0.057
C 2.77902 -0.15102 -2.15067 -0.091
Pb -0.76368 -0.63495 1.26641 0.516
Cl -2.04838 -2.43084 0.09733 -0.212
Cl -3.00873 0.68935 1.52770 -0.293
Cl 1.46488 -1.90561 0.63020 -0.179
H -3.01042 -0.31904 -2.89701 0.066
H -2.32212 -1.83597 -2.32274 -0.009
H -2.16302 -1.39394 -4.04355 0.070
H -0.10616 -2.97528 -2.31720 0.066
H 1.62256 -2.63136 -2.42187 0.058
H 0.63022 -2.64229 -3.91254 0.079
H 2.93011 -0.93286 -1.39882 0.014
H 3.24749 0.76201 -1.78519 0.056
H 3.25860 -0.45307 -3.08818 0.065
H 2.27680 2.50965 -1.56877 0.064
H 0.67169 3.17675 -1.21295 0.067
H 1.30912 3.22079 -2.87780 0.077
H -2.72154 1.58489 -1.85563 0.069
H -2.07315 2.49731 -3.24708 0.071
H -1.52687 2.86104 -1.59118 0.068
O 0.08052 1.24682 0.61732 -0.499
H -0.58297 1.93076 0.83587 -0.075
C 0.43446 -0.44196 6.23863 -0.157
C 1.41643 -0.62871 5.25234 -0.119
C 1.03592 -0.62659 3.88817 -0.164
C -0.29876 -0.49348 3.56757 -0.318
C -1.27008 -0.22574 4.50147 -0.155
C -0.89962 -0.22089 5.87934 -0.124
H 0.72589 -0.46887 7.29086 0.074
H 2.47030 -0.77393 5.52098 0.081
H 1.79011 -0.74843 3.10306 0.042
H -2.30134 -0.01018 4.21708 0.049
H -1.65760 -0.04481 6.65448 0.079
```

Properties
- M: 542.90 g mol⁻¹
- Orbital gap (spin up / spin down): 6.530 / 4.256 eV
- ΔE to the lowest compared entry with this formula, charge and spin: 0.0 kJ/mol
- Charge: -2
- HOMO level (spin up / spin down): -1.3 / 0.7 eV

=====

Entry 2:
Computed, not measured: one molecule with the formula C16H21ClN2OS in a non-equilibrium geometry, with ωB97M-V with the def2-TZVPD basis set.

Geometry as XYZ:
```
42
Properties=species:S:1:pos:R:3:lowdin_charge:R:1
O -2.66797 -1.20683 1.98338 0.047
C -1.74216 -1.63307 1.32657 -0.538
N -0.50355 -1.08425 1.43120 0.062
N 0.54114 -1.55257 0.71764 0.084
C 1.70977 -1.06607 0.80839 -0.302
C 2.73889 -1.67266 -0.09343 -0.138
H 3.40385 -2.31085 0.49558 0.118
H 2.21469 -2.30571 -0.80988 0.115
C 3.56974 -0.61132 -0.82524 -0.192
C 2.74614 0.60401 -1.26429 -0.194
C 2.68730 1.71146 -0.20898 -0.204
C 1.77427 1.41226 0.97789 -0.191
C 2.12176 0.09036 1.67583 -0.120
H 3.19310 0.04479 1.87121 0.120
H 1.60578 0.04017 2.63977 0.111
H 0.73703 1.37360 0.63554 0.082
H 1.85636 2.23089 1.69739 0.114
H 3.69968 1.90503 0.15543 0.112
H 2.33376 2.63074 -0.68285 0.104
H 3.20098 1.02689 -2.16286 0.108
H 1.73543 0.28458 -1.52428 0.109
H 4.39296 -0.27220 -0.19296 0.106
H 4.01479 -1.08424 -1.70205 0.108
H -0.41147 -0.29617 2.07190 0.155
C -1.85866 -2.79430 0.37107 -0.375
H -2.84431 -3.24917 0.46937 0.089
H -1.07273 -3.52126 0.56934 0.075
S -1.60859 -2.31408 -1.36601 0.875
C -3.02220 -1.17756 -1.60399 -0.428
C -2.76959 0.16378 -0.99503 -0.326
C -3.64888 0.75040 -0.08871 -0.616
C -3.36756 1.98234 0.48242 -0.101
C -2.21187 2.65603 0.13446 -0.080
C -1.33771 2.09973 -0.78560 -0.099
C -1.61444 0.86142 -1.33190 -0.064
H -0.92910 0.40638 -2.03277 0.102
H -0.44614 2.63270 -1.08076 0.099
H -1.99763 3.61673 0.57794 0.104
H -4.05858 2.40671 1.19377 0.105
Cl -5.12634 -0.02998 0.34077 0.732
H -3.12854 -1.09648 -2.68674 0.085
H -3.90937 -1.65221 -1.18854 0.046
```

Properties
- M: 324.88 g mol⁻¹
- Orbital gap: 9.104 eV
- ΔE to the lowest compared entry with this formula, charge and spin: 0.0 kJ/mol
- Structure (SMILES): O=C(CSCc1ccccc1Cl)NN=C1CCCCCC1
- Charge: 0
- HOMO level: -8.5 eV

=====

Entry 3:
Computed, not measured: one molecule with the formula C16H21FN4OS in a non-equilibrium geometry, with ωB97M-V with the def2-TZVPD basis set.

Geometry as XYZ:
```
44
Properties=species:S:1:pos:R:3:lowdin_charge:R:1
C -0.38550 -4.39187 0.77384 -0.167
C -1.72568 -3.83007 0.34910 -0.514
H -2.55358 -4.32679 0.85478 0.068
H -1.85504 -3.88381 -0.73024 0.068
S -1.90304 -2.07263 0.80163 0.962
C -0.84087 -1.37382 -0.38016 -0.626
N -0.23259 -2.01068 -1.34247 0.024
N 0.48830 -1.10812 -2.02449 0.071
C 0.31449 0.06376 -1.48174 -0.290
N -0.53042 -0.04056 -0.40568 0.000
C -1.03747 0.98108 0.46214 -0.087
H -0.22416 1.64641 0.76526 0.124
H -1.44020 0.49763 1.35520 0.109
C -2.13622 1.83198 -0.21615 -0.312
H -1.74526 2.21181 -1.16827 0.150
C -3.44806 1.06407 -0.38960 -0.121
H -4.02822 1.50715 -1.19936 0.123
C -4.13217 1.30529 0.95477 -0.148
H -3.80308 0.56567 1.68474 0.099
C -3.63554 2.70527 1.33059 -0.180
H -4.35958 3.47782 1.04744 0.120
O -2.43846 2.94473 0.59735 -0.096
H -3.42265 2.80244 2.39946 0.120
H -5.21601 1.26426 0.88559 0.113
H -3.29033 0.00967 -0.60150 0.087
C 1.02139 1.29933 -1.93817 -0.126
N 2.44810 1.07003 -2.04911 0.013
C 3.20665 0.77995 -0.92411 -0.274
C 2.94109 1.34320 0.32538 -0.024
C 3.76117 1.08720 1.40778 -0.011
C 4.85892 0.26541 1.24323 -0.289
C 5.15678 -0.30105 0.01711 -0.011
C 4.32902 -0.04341 -1.05569 -0.019
H 4.54584 -0.48608 -2.01666 0.113
H 6.01994 -0.93948 -0.08461 0.118
F 5.65954 0.00914 2.30515 0.042
H 3.55492 1.52085 2.37369 0.117
H 2.09858 2.00247 0.46161 0.095
H 2.66122 0.44767 -2.81846 0.122
H 0.82769 2.12852 -1.25586 0.107
H 0.65760 1.58172 -2.93066 0.130
H -0.34695 -5.45285 0.53725 0.073
H -0.23396 -4.26549 1.84387 0.068
H 0.41382 -3.88784 0.23604 0.058
```

Properties
- M: 336.44 g mol⁻¹
- Orbital gap: 8.535 eV
- ΔE to the lowest compared entry with this formula, charge and spin: 3.1 kJ/mol
- Structure (SMILES): CCSc1nnc(CNc2ccc(F)cc2)n1C[C@H]1CCCO1
- Charge: 0
- HOMO level: -8.0 eV